The following is a quantum chemistry calculation of an isolated molecule of CH3NOS, from OMol25.

```
7
Properties=species:S:1:pos:R:3:nbo_charge:R:1
O -0.64 -0.25 -1.06 -0.546
N -0.36 0.65 0.00 -0.281
C 0.48 0.33 0.96 0.035
S 0.96 1.69 2.23 -0.344
H 0.24 -0.41 -1.65 0.482
H -0.97 1.55 -0.05 0.434
H 0.97 -0.70 0.82 0.220
```

- electronic energy (Ha) = -567.9614
- relative energy (zero: lowest compared OMol25 entry of this formula, charge and spin) (kcal per mole) = 87.4
- maximum force (eV/A) = 4.875
- highest occupied orbital energy (Eh) = -0.3070
- SMILES = ONC=S

=====

The following is a quantum chemistry calculation of an isolated molecule of CH3NOS2, from OMol25.

```
8
Properties=species:S:1:pos:R:3:nbo_charge:R:1
C 1.48 -0.18 0.13 -0.760
N -1.05 -0.06 -0.24 -0.930
O -3.00 1.01 0.61 -0.863
S 0.21 -0.79 -1.01 0.497
S -2.61 0.09 -0.47 1.337
H 2.39 -0.78 -0.07 0.236
H 1.09 -0.16 1.22 0.252
H 1.49 0.87 -0.17 0.231
```

- electronic energy (Ha) = -966.2011
- relative energy (zero: lowest compared OMol25 entry of this formula, charge and spin) (kcal per mole) = 29.9
- maximum force (eV/A) = 3.723
- highest occupied orbital energy (alpha / beta) (Eh) = -0.3155 / -0.3154